A structure of composition C6H10N. Source: the Open Molecules 2025 dataset; level of theory: the ωB97M-V functional and the def2-TZVPD basis.

Atoms and positions in Å:
C  -0.566602  -0.889580  0.859586
C  -2.055653  0.695949  -0.386262
C  -0.956791  -0.049756  -0.919798
C  0.368762  -0.188998  -0.116242
C  1.600035  -1.023526  -0.361702
C  0.941239  1.172022  0.418957
N  -1.739606  -0.574369  0.378603
H  -0.301829  -1.454508  1.758722
H  -1.908554  1.705001  0.125416
H  -3.138374  0.536927  -0.682565
H  -1.139889  -0.750092  -1.691313
H  2.298102  -0.293683  -0.816813
H  1.599555  -1.894993  -1.036076
H  1.998559  -1.373600  0.680042
H  1.811352  1.431396  -0.074836
H  1.048376  1.063520  1.495242
H  0.141322  1.888291  0.369042

Atoms 1-2, force components in eV/Å:
C 0.97 2.71 -1.01
C -1.06 1.51 0.35

Output
Charge   +1
Largest force on an atom   0.078 hartree/bohr
Relative energy (zero: lowest compared OMol25 entry of this formula, charge and spin)   80.2 kcal per mole
Multiplicity   1
Frontier orbital gap   9.801 eV